The following is a DFT calculation (wB97M-V/def2-TZVPD) of a molecular structure, H30O19S in a non-equilibrium geometry.

Geometry as XYZ:
```
50
Properties=species:S:1:pos:R:3
S -0.5647 -0.2285 0.0496
O -1.0443 -0.7115 -1.2271
O -0.7788 1.2802 0.1539
O -1.2550 -0.8939 1.1188
O 0.8283 -0.3797 0.1721
O -1.7434 -2.9601 2.2600
H -1.6270 -3.6166 1.3694
H -1.4628 -2.1306 1.7874
O 0.2165 -1.0485 3.5108
H -0.2417 -1.2587 2.7706
H 1.0240 -0.7681 3.1648
O 2.6502 -1.8908 -1.0437
H 1.8382 -1.5826 -0.5312
H 2.5416 -1.4559 -1.8641
O 1.8398 -1.0849 -3.2682
H 2.5598 -0.7311 -3.7815
H 1.8447 -0.3744 -2.6193
O -0.9397 2.4501 -1.7246
H -1.1959 3.3537 -1.6429
H -1.2125 1.9581 -0.9371
O 3.8250 -0.0258 -0.3492
H 3.3523 -0.7051 -0.7035
H 3.5773 0.8446 -0.6958
O -0.2718 -3.0387 -2.0436
H -0.5372 -2.0901 -1.8263
H -0.6009 -3.6913 -1.3474
O 2.4356 0.1235 2.3656
H 2.1107 0.0242 1.5043
H 3.1469 -0.6548 2.3383
O -3.2440 0.1348 2.4512
H -3.1870 1.0757 1.9668
H -2.5662 -0.4172 2.0993
O 1.4589 1.0514 -1.4156
H 1.2735 0.4912 -0.6843
H 0.6668 1.4419 -1.6869
O 0.0902 3.0523 1.9951
H -0.2600 2.5634 1.3775
H -0.4078 2.3408 2.5762
O -0.4838 -0.3426 -3.7065
H -0.9138 -0.2983 -2.8066
H 0.1892 -0.9069 -3.8689
O -2.9509 2.5239 1.1171
H -2.2393 2.1605 0.6502
H -2.7413 3.2601 1.8275
O 2.2162 2.2939 2.3556
H 1.9073 1.4427 2.2620
H 1.3668 2.5986 2.4517
O -3.4565 -1.1834 -2.2977
H -4.3656 -0.8266 -1.8722
H -2.6682 -1.1690 -1.7516
```

Summary:
charge	-2
molecular weight	366.29	g mol⁻¹
gap between HOMO and LUMO	9.110	eV
F_max	9.0	eV/Å
LUMO	0.180	Eh
energy relative to the best compared isomer or geometry (same formula, charge and spin)	9.589	eV